No. 1
25
Properties=species:S:1:pos:R:3 method="wB97M-V/def2-TZVPD" homo_ev="-12.3219 / -14.8482" lumo_ev="-8.7 / -12.0" total_charge=+2 multiplicity=3
S 3.11571 -2.39891 -0.14124
O 0.18156 0.52519 -1.44235
O -1.78153 -0.47524 -2.11527
N 2.74643 0.31465 -0.46612
N 1.07480 1.39087 0.79539
N 1.72761 -0.74462 1.36188
N -2.45324 -0.94211 -0.11217
N -2.74462 -1.10185 -1.42398
N 2.29449 2.49433 -0.94231
C 1.02103 0.33272 1.58805
C 1.97733 1.38141 -0.32267
C -3.46171 -1.16854 0.96072
C 2.55120 -0.94083 0.16636
C -1.29822 -0.41886 0.14779
C -0.83221 -0.08376 -1.16515
H -3.81513 -2.23009 0.71556
H -3.05782 -1.21641 1.98569
H 3.43924 0.15321 -1.15889
H 1.62688 3.24158 -0.95371
H 0.27296 1.99765 0.71015
H 0.42150 0.48124 2.38735
H 1.70054 -1.45777 2.03561
H 3.18755 2.56542 -1.40475
H -3.55966 -1.22169 -1.99387
H -4.33469 -0.47761 0.78791

=====

No. 2
15
Properties=species:S:1:pos:R:3 method="wB97M-V/def2-TZVPD" homo_ev="-13.8493 / -13.8493" lumo_ev="-7.2 / -7.2" total_charge=+1 multiplicity=1
O -2.09427 -0.00877 -1.15255
O 1.51555 -0.20227 -1.18506
O 4.91327 0.13277 0.00586
N -0.47417 -0.74415 0.41368
N -2.64624 0.35338 0.96297
N 0.20168 -0.73166 1.44869
N -3.28804 0.60161 -1.13518
N 3.73127 0.23096 -0.58353
C -1.69267 -0.13277 0.12508
C 2.60000 -0.07968 -0.74523
C -3.60920 0.72108 0.20120
H 5.53106 0.06092 -0.67704
H 0.06585 -1.07283 -0.42024
H -4.46197 1.07179 0.63137
H -0.29213 -0.20036 2.10999

=====

No. 3
110
Properties=species:S:1:pos:R:3 method="wB97M-V/def2-TZVPD" homo_ev=-13.1160 lumo_ev=-6.4 total_charge=+2 multiplicity=1
Pb 1.27005 1.08110 -0.15244
P 0.69228 -1.91273 -1.39462
N 3.83368 1.71538 -0.63931
N 4.89574 3.18918 -1.97525
N 2.66620 1.60137 3.59727
N 1.75620 3.91525 -0.12162
N 1.49535 1.54191 2.77870
N 3.20946 5.43210 -0.89506
C -0.99402 -2.61631 -1.72033
C -5.50588 2.86933 1.01032
C 0.73251 -2.02090 1.38585
C -3.46212 -3.77246 -2.45007
C -4.72265 -2.22233 1.42379
C -3.82956 4.34563 -0.00228
C -2.16130 -0.03383 -3.97797
C -3.38608 0.60710 1.06002
C -2.98322 -0.59349 0.52651
C 1.85278 -2.48458 -3.03216
C -0.43025 1.57519 -3.07291
C -3.26937 1.86109 0.41362
C -1.83668 1.02015 -2.89415
C -1.08498 -3.90478 -2.22946
C 2.70878 -3.09803 0.32896
C -2.34733 -0.54885 -0.81173
C 3.72469 1.24031 5.67958
C 2.03306 6.12758 -0.55289
C -2.17963 -1.88882 -1.51821
C 2.38022 0.99706 4.90850
C -2.21350 0.68142 -1.46341
C 1.03415 -1.94848 -4.21281
C -2.31147 -4.48772 -2.59313
C -3.40656 -2.48370 -1.92390
C 4.84923 1.07910 -1.37843
C 3.13688 -1.62657 -2.92869
C 2.16026 -4.02505 -3.17935
C 3.93905 2.98786 -1.01242
C 2.03808 -0.52889 4.82328
C 3.01909 4.10924 -0.62900
C -2.71855 -1.66952 2.80506
C 1.15253 -2.87595 0.19147
C 0.48401 -4.25161 0.39272
C -3.25600 -1.79107 1.34939
C 1.25544 1.76296 5.62300
C 1.13472 5.16586 -0.13661
C -2.55362 1.79214 -0.74026
C -3.99667 3.13102 0.90334
C 5.41656 1.93678 -2.24904
H 2.46406 -1.01016 5.73409
H -2.42498 -5.49021 -2.92785
H 3.54022 -1.69302 -1.89509
H -0.33703 -1.65135 1.35931
H -5.99370 2.85044 0.01464
H -4.98219 -2.94872 0.63646
H -5.93037 3.76961 1.50255
H -0.20228 -4.58261 -2.42687
H -4.08709 0.67336 1.91358
H -4.35595 5.22237 0.28913
H 3.42635 1.04597 3.16450
H -0.39227 2.55626 -2.60796
H 3.26023 -2.12841 0.36427
H 2.94344 -0.56176 -3.06258
H 3.12924 -4.31671 -3.69856
H 0.44555 1.00570 -2.67087
H 0.28390 1.47742 5.26913
H 3.90557 -2.05493 -3.54908
H -4.40525 -4.13544 -2.84775
H -2.80723 4.71005 0.01189
H 3.12281 -3.69049 -0.49850
H 1.40210 2.48265 2.35771
H 3.87271 2.33410 5.82259
H -1.78956 -1.12172 2.88511
H -3.43954 -1.10144 3.41509
H -4.03209 4.09692 -1.05484
H -2.22846 2.74745 -1.18816
H 6.29093 1.77751 -2.88059
H 0.12692 -2.59348 -4.45627
H -1.41106 -0.85993 -4.01619
H 1.01932 -4.72056 1.25904
H -5.49676 -1.44253 1.33775
H 1.39101 1.54823 6.71972
H 1.33743 -1.14923 1.55675
H 1.38314 -4.51634 -3.90459
H 2.02564 7.21933 -0.61697
H 2.56169 -0.87534 3.93413
H -2.59706 -2.63082 3.34256
H 0.14618 5.28222 0.28230
H 3.75046 0.74036 6.66566
H -0.32199 1.81011 -4.12535
H 0.72534 -0.91996 -4.20749
H -3.10766 -0.54820 -3.86147
H 1.51062 2.82936 5.31767
H -3.66106 3.27227 1.91342
H -0.58826 -4.07803 0.61131
H 1.64020 -2.11893 -5.09895
H 4.58483 0.80585 5.27762
H 5.02375 4.08590 -2.41149
H -2.48799 1.86774 -3.20017
H 2.87189 -3.61116 1.30702
H -2.08808 0.50166 -4.94011
H 4.05132 5.87332 -1.35177
H 5.05784 0.00123 -1.29278
H 2.19055 -4.54022 -2.13578
H 0.72456 1.29199 3.40257
H -2.65581 -2.63751 0.93688
H 1.00964 -0.76745 4.84737
H 0.79672 -2.64613 2.34393
H 0.58064 -4.93676 -0.44293
H -4.33274 -2.01602 -1.63392
H -4.84922 -2.71195 2.39481
H -5.81273 1.94761 1.50050